{"formula": "C13H21I4NO2PS3SeTeTi", "method": "wB97M-V/def2-TZVPD", "total_energy_ha": -6958.96816, "lumo_ev": [-0.6, -0.5], "homo_lumo_gap_ha": [0.2599, 0.2664], "fmax_ha_per_bohr": 0.00444, "spin_multiplicity": 2, "species": ["Ti", "I", "C", "I", "H", "H", "I", "C", "I", "H", "H", "Se", "C", "N", "Te", "C", "C", "C", "C", "S", "H", "H", "H", "C", "C", "C", "O", "P", "S", "S", "O", "C", "C", "C", "H", "H", "H", "H", "H", "H", "H", "H", "H", "H", "H", "H", "H", "H"], "xyz": [[-0.61674, -0.55972, 0.29836], [1.51001, -0.55987, -1.82770], [3.26835, -0.43402, -0.63184], [3.83412, -2.25264, 0.27138], [3.04570, 0.28460, 0.14948], [4.05727, -0.09971, -1.29338], [1.33080, 3.73244, -1.52249], [-0.70310, 3.58660, -0.95691], [-1.66462, 1.80126, -1.58157], [-1.23898, 4.41600, -1.40032], [-0.74669, 3.59449, 0.12666], [0.89484, -4.97493, 1.54732], [0.53020, -3.31573, 1.17721], [0.28295, -2.18610, 0.93994], [0.68759, 1.39322, 1.70130], [0.01570, 0.57885, 3.51758], [0.39176, -0.60165, 4.09142], [-0.30278, -0.87244, 5.30347], [-1.19610, 0.10331, 5.62402], [-1.17950, 1.36390, 4.46527], [1.13321, -1.25766, 3.65730], [-0.14193, -1.75632, 5.90442], [-1.84315, 0.15542, 6.48486], [-2.41370, -3.34107, 3.38478], [-3.42235, -3.74741, 2.33176], [-4.84250, -3.38446, 2.71292], [-3.05313, -3.20996, 1.01579], [-3.30173, -1.78443, 0.41229], [-2.22669, -1.69094, -1.27677], [-2.66090, -0.30242, 1.61458], [-4.86187, -1.79643, 0.16664], [-5.78728, -0.70311, -0.10712], [-6.28048, -0.12604, 1.20414], [-5.20418, 0.34044, -1.03415], [-2.60850, -3.92129, 4.28906], [-2.48897, -2.28307, 3.63216], [-1.39911, -3.55903, 3.05859], [-3.35023, -4.82000, 2.15454], [-4.92914, -2.31608, 2.92069], [-5.10471, -3.92545, 3.62306], [-5.54883, -3.65267, 1.92924], [-6.60524, -1.21792, -0.61181], [-5.47103, 0.37559, 1.73490], [-6.69072, -0.90990, 1.83996], [-7.06712, 0.60337, 1.00615], [-4.40272, 0.89272, -0.54280], [-5.98986, 1.04814, -1.30216], [-4.81912, -0.11141, -1.94754]]}

---

{"formula": "C3H8ClNS", "method": "wB97M-V/def2-TZVPD", "total_energy_ha": -1032.09184, "lumo_ev": -0.3, "homo_lumo_gap_ha": 0.2955, "fmax_ha_per_bohr": 0.05774, "species": ["C", "C", "C", "N", "S", "Cl", "H", "H", "H", "H", "H", "H", "H", "H"], "xyz": [[0.72056, 0.12739, 1.00604], [1.26621, 1.04737, -1.15350], [-2.69000, -0.80384, 0.92554], [0.52681, 0.12652, -0.39360], [-2.33180, -1.65091, -0.57749], [-2.72185, 0.85341, 0.85679], [1.77521, 0.44974, 1.30832], [-0.12474, 0.67582, 1.39670], [0.76430, -0.94951, 1.45732], [2.29302, 0.87052, -0.86428], [1.15984, 0.89193, -2.25281], [0.99857, 2.00057, -0.81080], [0.58203, -0.76209, -0.81587], [-2.21816, -2.87695, -0.08236]]}

---

{"formula": "C9H11NO2", "method": "wB97M-V/def2-TZVPD", "total_energy_ha": -554.61382, "lumo_ev": 0.3, "homo_lumo_gap_ha": 0.3218, "fmax_ha_per_bohr": 0.12208, "species": ["N", "C", "C", "C", "C", "C", "C", "C", "C", "O", "C", "O", "H", "H", "H", "H", "H", "H", "H", "H", "H", "H", "H"], "xyz": [[2.74904, -0.45698, 1.29157], [2.91033, -0.12845, -0.04124], [1.49681, 0.30887, -0.75783], [0.74891, 1.62116, -0.35798], [-0.45542, 0.64982, -0.01045], [0.23192, -0.52653, -0.48352], [-0.52266, -1.72344, -0.42977], [-1.88369, -1.74352, -0.07373], [-2.50125, -0.48572, 0.00860], [-3.88605, -0.60886, 0.30079], [-1.85321, 0.72039, 0.04845], [-2.90067, 1.73108, 0.17517], [2.08944, 0.32962, 1.67316], [2.40198, -1.48044, 1.49052], [3.57991, 0.74180, 0.09680], [3.30005, -1.08614, -0.73340], [1.62496, 0.33474, -1.90812], [1.19703, 2.10566, 0.40687], [0.62772, 2.26535, -1.27682], [-0.12464, -2.69797, -0.97346], [-2.57758, -2.63931, -0.04437], [-3.94125, 0.27032, 0.96386], [-2.31169, 2.49853, 0.63491]]}

---

{"formula": "C4H7ClO3S", "method": "wB97M-V/def2-TZVPD", "total_energy_ha": -1240.65905, "lumo_ev": 0.1, "homo_lumo_gap_ha": 0.3547, "fmax_ha_per_bohr": 0.07223, "species": ["C", "C", "C", "C", "O", "O", "O", "S", "Cl", "H", "H", "H", "H", "H", "H", "H"], "xyz": [[0.00540, -0.44359, 0.27841], [0.23820, 1.97073, 1.12122], [-0.27248, -2.21063, -1.21429], [0.90421, 0.69159, 0.64522], [-0.98109, -0.73178, 0.95519], [2.70549, 0.69267, 2.68236], [0.34629, -1.00357, -0.82200], [1.46226, -0.04185, 2.47221], [1.95201, -2.03089, 2.15135], [0.81369, 2.50517, 1.88967], [-0.19210, 2.82689, 0.40232], [-0.67444, 1.68284, 1.60497], [-1.11833, -2.32814, -0.42010], [0.48819, -2.91325, -1.39846], [-0.82085, -2.11010, -2.13607], [1.88744, 0.67231, 0.17669]]}